[1]
A cluster of 10 separate species, H19O10 in total at a distorted geometry, computed with ωB97M-V/def2-TZVPD.

Results
Kohn-Sham gap ... 10.29 eV
Energy ... -763.8171 a.u.
2S+1 ... 1
HOMO energy ... -7.3 eV
Relative energy (zero: lowest compared OMol25 entry of this formula, charge and spin) ... 192.6 kJ/mol
Net charge ... -1

Structure (XYZ):
```
29
Properties=species:S:1:pos:R:3:forces:R:3
O 0.324 0.321 0.148 1.199 1.157 -1.454
H -0.273 -0.382 0.147 -1.794 -1.908 0.093
O 2.193 -1.098 -1.353 -0.565 0.692 0.735
H 1.529 -0.501 -0.869 1.071 -1.015 -0.810
H 1.885 -1.260 -2.249 -0.250 0.338 0.013
O -0.975 1.698 2.023 1.932 -1.370 -1.143
H -1.562 2.199 1.471 -0.537 0.408 -0.388
H -0.349 1.219 1.321 -1.803 1.191 2.122
O 2.295 0.658 1.713 -3.384 1.363 -1.252
H 1.628 0.746 0.886 1.909 -0.434 2.890
H 3.065 0.384 1.294 2.413 -0.882 -0.986
O -3.770 -0.805 0.592 -0.778 -3.433 1.575
H -3.372 -1.728 0.678 -0.760 2.027 -0.160
H -3.199 -0.330 0.029 1.271 1.280 -1.219
O -2.330 0.992 -0.851 1.062 -0.885 -1.386
H -1.411 0.769 -0.595 -0.402 0.724 0.817
H -2.169 0.681 -1.773 -0.911 0.412 0.456
O 0.241 -1.614 1.990 0.806 0.568 -2.629
H 0.581 -0.826 1.358 -0.863 -1.716 3.228
H -0.027 -1.411 2.880 0.170 0.976 0.055
O 1.673 -3.327 0.312 -0.084 -3.094 3.051
H 1.672 -2.752 -0.373 0.514 2.798 -3.746
H 1.189 -2.824 0.970 -0.265 -0.087 0.862
O -0.111 0.401 -2.673 -0.113 -0.130 0.248
H -0.551 1.264 -2.928 1.292 -1.304 1.532
H 0.205 0.260 -1.699 -1.209 1.624 -2.128
O 0.289 2.772 -0.904 -4.709 0.091 3.169
H 0.264 1.956 -0.318 -0.933 1.289 -0.454
H 1.067 2.546 -1.236 5.720 -0.680 -3.091
```
Forces are in eV/Å.

=====

[2]
A cluster of 2 separate species, C6H14NO2S in total at a distorted geometry, computed with ωB97M-V/def2-TZVPD.

Results
Kohn-Sham gap ... 7.10 eV
Energy ... -840.3114 a.u.
2S+1 ... 1
HOMO energy ... -3.3 eV
Relative energy (zero: lowest compared OMol25 entry of this formula, charge and spin) ... 192.2 kJ/mol
Net charge ... -1

Structure (XYZ):
```
24
Properties=species:S:1:pos:R:3:forces:R:3
C -0.567 -0.033 0.569 3.119 1.897 -3.016
C -1.833 -1.941 -0.461 0.023 1.832 -3.993
C -0.262 2.238 -1.049 0.460 0.569 -0.423
C 1.936 0.938 -1.143 -1.647 2.315 -1.353
C -0.672 -0.908 -0.700 -1.819 0.068 1.302
C 0.775 1.481 -0.359 -1.122 -3.593 3.008
N -0.559 -1.376 2.659 -1.119 0.918 -0.964
O 1.186 0.396 2.507 0.725 1.100 0.214
O 1.682 -1.638 1.297 -0.762 0.046 -0.525
S 0.671 -0.634 1.636 -1.892 -0.488 1.474
H -2.791 -1.491 -0.234 -0.072 0.316 0.256
H -1.961 -2.494 -1.421 -0.144 0.158 0.368
H -1.579 -2.642 0.216 0.832 -2.153 2.658
H -0.899 1.569 -1.628 -0.254 0.053 -0.041
H -0.859 2.843 -0.366 0.008 0.028 -0.205
H 0.286 2.826 -1.787 -0.380 0.790 -0.329
H 1.667 0.828 -2.181 -0.309 -0.748 -0.585
H 2.377 0.089 -0.754 1.026 -1.592 0.826
H 2.594 1.794 -1.221 0.977 0.111 0.248
H -1.040 -0.211 -1.548 1.110 -1.368 0.897
H 0.249 -1.516 -0.812 -0.331 0.580 -0.887
H 1.167 1.765 0.604 -0.422 0.867 0.195
H -0.257 -1.266 3.602 0.694 -0.188 0.964
H -1.313 -0.618 2.572 1.298 -1.520 -0.088
```
Forces are in eV/Å.

=====

[3]
A cluster of 3 separate species, C4H8O3 in total at a distorted geometry, computed with ωB97M-V/def2-TZVPD.

Results
Kohn-Sham gap ... 9.32 eV
Energy ... -382.8579 a.u.
2S+1 ... 1
HOMO energy ... -8.5 eV
Relative energy (zero: lowest compared OMol25 entry of this formula, charge and spin) ... 280.7 kJ/mol
Net charge ... 0

Structure (XYZ):
```
15
Properties=species:S:1:pos:R:3:forces:R:3
C -1.112 0.419 -0.982 -0.039 0.008 0.020
C 0.285 0.593 -0.486 -0.172 0.152 0.292
O 1.217 0.230 -1.422 0.214 0.070 0.067
C 0.627 1.063 0.717 0.172 -0.094 -0.374
O -0.309 1.576 1.587 -0.017 -0.052 0.180
C -0.516 -1.687 1.806 -0.298 0.738 1.103
O -0.745 -1.040 2.715 0.274 -0.892 -1.062
H -1.253 -0.610 -1.332 0.039 0.144 0.059
H -1.827 0.636 -0.187 0.104 -0.017 -0.111
H -1.306 1.087 -1.827 0.047 -0.078 0.105
H 0.841 -2.139 -1.551 -0.040 -0.110 0.013
H 2.099 0.444 -1.089 -0.107 -0.060 -0.083
H 1.674 1.136 1.022 -0.155 0.024 -0.070
H -0.240 1.108 2.430 -0.053 0.141 -0.123
H 0.566 -2.815 -1.401 0.031 0.026 -0.015
```
Forces are in eV/Å.

=====

[4]
A structure of composition C17H23DyF5NO3P2 at a distorted geometry, computed with ωB97M-V/def2-TZVPD.

Results
Kohn-Sham gap (spin up / spin down) ... 7.55 / 7.63 eV
Energy ... -3008.7133 a.u.
2S+1 ... 6
HOMO energy (spin up / spin down) ... -13.8 / -13.8 eV
Relative energy (zero: lowest compared OMol25 entry of this formula, charge and spin) ... 0.0 kJ/mol
⟨S²⟩ ... 9.333
Net charge ... +2

Structure (XYZ):
```
52
Properties=species:S:1:pos:R:3:forces:R:3
Dy 0.286 0.788 -0.027 0.154 0.425 1.191
P 2.462 -0.956 0.280 0.693 -1.034 -0.522
C 2.415 -1.081 -1.576 0.084 0.401 -0.399
C 1.105 -1.529 -2.198 0.060 0.225 0.004
N -0.025 -0.944 -1.727 -0.178 -0.551 -0.200
C -1.207 -1.291 -2.290 0.206 0.117 0.239
C -1.274 -2.203 -3.328 -0.489 -0.031 -0.278
C -0.125 -2.773 -3.845 0.221 0.092 0.101
C 1.087 -2.423 -3.259 0.411 -0.012 0.205
C -2.491 -0.697 -1.761 0.134 -0.332 0.146
P -2.352 0.900 -0.845 -1.431 -0.542 -1.088
H 2.043 -2.818 -3.604 -0.373 -0.002 -0.018
H -2.260 -2.432 -3.725 0.275 -0.068 -0.051
H -0.161 -3.457 -4.691 -0.020 0.112 0.230
H -3.188 -0.557 -2.599 0.059 -0.057 0.273
H -2.963 -1.408 -1.060 0.182 0.103 -0.273
H 2.657 -0.045 -1.958 0.050 -1.040 0.161
H 3.221 -1.774 -1.854 -0.126 0.394 -0.209
H 0.657 3.142 -1.538 0.576 -0.983 0.106
O 1.140 2.211 -1.516 0.608 0.711 -0.974
H 1.865 2.157 -2.175 -0.636 0.238 0.505
H -0.290 3.956 0.083 -0.106 0.523 -0.790
O -0.370 3.985 -0.900 -0.432 0.473 0.983
H -0.801 4.823 -1.151 0.307 -0.309 0.232
C -2.608 2.050 -2.233 0.259 0.554 0.002
H -3.641 1.948 -2.587 0.267 0.012 -0.012
H -2.443 3.077 -1.878 -0.147 -0.319 -0.312
H -1.912 1.828 -3.051 -0.116 0.143 0.142
C -4.006 0.906 -0.102 -0.075 0.209 0.825
H -4.083 1.772 0.567 -0.171 -0.227 -0.101
H -4.787 0.977 -0.870 0.310 -0.071 0.128
H -4.155 -0.008 0.488 0.018 0.299 -0.063
C 2.475 -2.707 0.775 -0.426 -0.222 0.406
H 3.440 -3.176 0.541 -0.269 0.185 -0.030
H 2.314 -2.760 1.862 0.067 -0.091 -0.284
H 1.666 -3.266 0.288 0.146 0.143 0.138
C 4.216 -0.520 0.504 -0.030 0.549 0.304
H 4.330 -0.186 1.545 0.220 -0.067 -0.312
H 4.871 -1.382 0.318 -0.258 0.265 -0.010
H 4.481 0.308 -0.169 0.042 -0.182 0.285
F -0.476 -0.770 6.691 0.110 0.422 -0.946
C -0.313 -0.167 5.499 -0.235 -0.609 0.474
C 0.089 1.167 5.452 0.036 0.237 0.955
F 0.305 1.843 6.591 -0.192 -0.573 -0.753
C 0.266 1.803 4.244 0.114 0.099 -0.806
F 0.634 3.099 4.189 -0.209 -0.911 0.057
C 0.079 1.099 3.039 -0.263 -0.224 1.013
O 0.299 1.700 1.879 -0.150 -0.304 -1.409
C -0.360 -0.241 3.114 0.194 0.641 -0.490
F -0.597 -0.911 1.893 0.329 0.786 0.705
C -0.558 -0.881 4.318 -0.110 -0.694 0.554
F -0.953 -2.173 4.358 0.308 1.098 -0.030
```
Forces are in eV/Å.

=====

Q: Among the records above, which one has the highest 2S+1?
A: C17H23DyF5NO3P2